{"formula": "C5H8O2", "method": "wB97M-V/def2-TZVPD", "orbital_gap_ev": 9.29, "relative_energy_kcal_mol": 107.5, "charge": 0, "energy_ev": -9405.170, "homo_energy_ev": -8.524, "species": ["C", "C", "O", "C", "C", "O", "C", "H", "H", "H", "H", "H", "H", "H", "H"], "positions_angstrom": [[2.0185, -0.3906, 0.1459], [1.0371, 0.6407, 0.6328], [0.2587, 1.3371, -0.3343], [-0.4177, 0.4841, 0.5828], [-2.7605, 0.4831, -1.3502], [-2.5004, -0.2450, -0.3018], [-1.1443, -0.6866, -0.0170], [2.2972, -1.0580, 0.9686], [1.6021, -0.9885, -0.6687], [2.9287, 0.0948, -0.2198], [1.4141, 1.2946, 1.4220], [-1.0187, 1.0102, 1.3264], [-1.7902, 0.5705, -1.9158], [-0.6857, -1.0235, -0.9516], [-1.2391, -1.5230, 0.6808]], "lowdin_charge": [-0.03, -0.30, -0.01, -0.25, 0.06, -0.18, -0.13, 0.09, 0.08, 0.08, 0.14, 0.16, 0.01, 0.13, 0.14]}

{"formula": "H9O5", "method": "wB97M-V/def2-TZVPD", "orbital_gap_ev": 8.45, "relative_energy_kcal_mol": 15.2, "charge": -1, "energy_ev": -10384.916, "homo_energy_ev": -4.882, "species": ["O", "H", "O", "H", "H", "O", "H", "H", "O", "H", "H", "O", "H", "H"], "positions_angstrom": [[-1.9027, 1.6556, 1.4573], [-1.2360, 1.0846, 0.9989], [-0.6618, 0.4343, -3.5420], [-1.6016, 0.6185, -3.4488], [-0.4094, -0.1233, -2.8026], [0.3800, 0.6868, 0.3570], [0.3070, 0.5831, -0.5943], [-2.3275, 2.1118, 0.7133], [1.9480, -1.5864, -0.4428], [1.7117, -2.1468, 0.3082], [1.6102, -0.7281, -0.1258], [0.4317, -1.1844, 2.0618], [-0.0395, -0.7046, 2.7620], [0.4059, -0.4404, 1.3116]], "lowdin_charge": [-0.14, -0.03, -0.06, 0.03, 0.03, -0.40, -0.07, 0.01, -0.11, 0.01, -0.02, -0.20, 0.00, -0.04]}

{"formula": "C6H11NO", "method": "wB97M-V/def2-TZVPD", "orbital_gap_ev": 8.33, "relative_energy_kcal_mol": 79.4, "charge": 0, "energy_ev": -9935.012, "smiles": "C=C(C)CNC(C)=O", "homo_energy_ev": -7.907, "species": ["C", "C", "C", "C", "N", "C", "C", "O", "H", "H", "H", "H", "H", "H", "H", "H", "H", "H", "H"], "positions_angstrom": [[-1.0756, 1.0122, 0.2114], [0.2854, 1.1647, -0.0544], [1.2778, 1.6488, 0.9512], [0.7565, 0.5720, -1.3450], [0.5757, -0.7281, -0.7393], [-0.8569, -1.1271, -0.5675], [-0.9731, -2.1344, 0.5624], [-1.5582, -1.2343, -1.5768], [-1.4411, 1.2275, 1.2105], [-1.7933, 1.2250, -0.5753], [1.2729, 1.0171, 1.8427], [2.2963, 1.6702, 0.5568], [1.0234, 2.6695, 1.2573], [0.0866, 0.7397, -2.1924], [1.8058, 0.7637, -1.5701], [1.3651, -1.2942, -0.4509], [-0.2441, -1.9650, 1.3574], [-0.8168, -3.1378, 0.1567], [-1.9864, -2.0896, 0.9652]], "lowdin_charge": [-0.02, -0.32, -0.04, -0.15, -0.02, -0.51, -0.01, 0.05, 0.07, 0.08, 0.09, 0.08, 0.09, 0.12, 0.12, 0.13, 0.08, 0.09, 0.09]}